1.
The following is a quantum chemistry calculation of a cluster of 2 separate species, C30H64N5O3P2S in total, from the OMol25 dataset.

Each line ends with the Mulliken charge.
Cartesian coordinates (Å):
O 2.024 1.381 4.240  -0.431
C 2.026 2.159 3.049  -0.534
C 0.771 1.988 2.193  -0.633
C -0.303 3.081 2.426  -0.847
C -1.277 3.124 1.231  0.543
C -1.556 4.528 0.698  -0.810
C -2.949 4.628 0.003  -1.880
C -3.300 3.324 -0.761  1.216
O -4.531 3.552 -1.371  -0.588
P -1.999 3.119 -2.104  -0.017
S -2.367 1.764 -3.438  -0.103
C -3.378 2.181 0.299  -0.989
C -3.017 0.773 -0.176  -0.401
C -4.163 0.136 -0.968  -0.597
C -3.767 -1.270 -1.447  -0.559
C -4.441 -1.692 -2.760  -0.738
C -3.579 -2.799 -3.421  -1.256
C -2.441 -2.155 -4.262  0.861
C -1.014 -2.529 -3.797  -0.874
C -0.080 -2.772 -4.992  -1.195
C 0.391 -1.463 -5.666  -0.643
C -0.423 -1.061 -6.936  -0.851
C -0.970 0.354 -6.756  0.469
C -2.001 0.769 -7.812  -1.240
N -2.780 1.912 -7.320  0.356
C -2.272 3.172 -7.401  -0.240
C -3.219 4.000 -6.820  -0.720
C -4.298 3.195 -6.401  -0.613
C -3.997 1.883 -6.720  -0.390
N -2.619 2.547 1.552  -0.067
H 1.283 0.772 4.181  0.309
H 2.250 3.206 3.261  0.348
H 2.866 1.799 2.444  0.236
H 1.089 1.990 1.147  0.359
H 0.289 1.016 2.351  0.322
H -0.868 2.768 3.309  0.169
H 0.193 4.037 2.571  0.556
H -0.862 2.471 0.467  -0.025
H -0.814 4.845 -0.032  0.293
H -1.584 5.256 1.510  0.463
H -3.752 4.807 0.722  0.381
H -2.959 5.423 -0.740  0.516
H -4.885 2.728 -1.734  0.520
H -0.722 2.928 -1.542  0.070
H -1.977 4.389 -2.715  0.120
H -4.423 2.129 0.618  0.539
H -2.920 0.143 0.722  0.455
H -2.063 0.704 -0.699  0.187
H -5.052 0.060 -0.335  0.374
H -4.437 0.721 -1.846  -0.067
H -2.693 -1.238 -1.667  0.167
H -3.937 -2.039 -0.693  0.424
H -5.450 -2.076 -2.586  0.529
H -4.531 -0.850 -3.449  0.243
H -3.113 -3.340 -2.596  0.334
H -4.205 -3.467 -4.009  0.405
H -2.532 -1.075 -4.135  -0.696
H -2.593 -2.421 -5.307  0.517
H -1.030 -3.430 -3.180  0.507
H -0.600 -1.710 -3.203  0.260
H -0.577 -3.385 -5.746  0.485
H 0.804 -3.299 -4.628  0.372
H 1.459 -1.462 -5.880  0.561
H 0.251 -0.667 -4.926  0.325
H -1.215 -1.790 -7.092  0.422
H 0.300 -1.057 -7.754  0.416
H -1.495 0.374 -5.799  -0.333
H -0.181 1.107 -6.738  0.307
H -1.539 1.055 -8.757  0.302
H -2.702 -0.040 -8.022  0.347
H -1.325 3.432 -7.839  0.371
H -3.121 5.067 -6.701  0.454
H -5.192 3.551 -5.913  0.462
H -4.561 0.982 -6.556  0.388
H -3.161 3.157 2.165  0.495
H -2.465 1.680 2.073  0.578
O 3.365 -3.691 5.135  -0.881
P 4.411 -2.819 5.768  0.832
N 5.832 -3.354 4.985  0.099
C 7.169 -3.104 5.488  -0.941
C 5.818 -3.233 3.530  -1.084
N 4.386 -3.487 7.371  0.197
C 5.169 -4.686 7.638  -0.983
C 3.034 -3.639 7.893  -1.195
N 5.062 -1.291 6.330  0.165
C 4.964 -0.871 7.729  -0.908
C 4.578 -0.185 5.470  -1.223
H 7.541 -2.104 5.228  0.314
H 7.854 -3.840 5.060  0.346
H 7.230 -3.207 6.568  0.264
H 5.997 -2.197 3.203  0.318
H 4.860 -3.556 3.126  0.314
H 6.587 -3.868 3.088  0.352
H 5.011 -5.472 6.890  0.303
H 4.905 -5.090 8.617  0.384
H 6.234 -4.462 7.689  0.212
H 2.529 -4.525 7.493  0.335
H 2.422 -2.768 7.642  0.366
H 3.063 -3.713 8.983  0.376
H 3.934 -0.821 8.095  0.276
H 5.406 0.125 7.822  0.374
H 5.538 -1.528 8.373  0.280
H 3.516 0.011 5.621  0.475
H 4.729 -0.436 4.415  0.197
H 5.137 0.731 5.663  0.441

Values from the calculation:
Net charge: +1
Calculated total energy in Eh: -2761.57740
Gap between HOMO and LUMO in Eh: 0.2375

***

2.
The following is a quantum chemistry calculation of a structure of composition C15H38BrIN2O9PS3, from the OMol25 dataset.

Each line ends with the Mulliken charge.
Cartesian coordinates (Å):
C 2.035 -1.007 -0.042  -0.880
P 0.898 0.102 0.880  0.202
C 0.761 1.549 -0.249  -0.335
C -0.766 -0.794 0.664  0.350
Br -0.519 -2.501 1.598  0.001
N -1.076 -0.971 -0.743  0.034
C -2.496 -1.043 -1.114  -0.723
C -3.277 0.170 -0.633  -0.608
N -2.612 0.917 0.496  0.115
C -1.809 0.075 1.415  -1.916
I -3.224 -0.990 2.629  0.247
H 2.921 -1.183 0.562  0.448
H 2.292 -0.544 -0.991  0.261
H 1.576 -1.975 -0.229  0.210
H -0.258 1.924 -0.358  -0.350
H 1.100 1.313 -1.257  0.222
H 1.342 2.365 0.174  0.441
H -0.670 -1.861 -1.001  0.292
H -2.967 -1.983 -0.814  0.466
H -2.528 -1.015 -2.203  0.372
H -4.249 -0.150 -0.266  0.297
H -3.442 0.900 -1.423  0.372
H -3.366 1.319 1.055  0.442
H -2.079 1.716 0.139  0.197
H -1.251 0.689 2.121  0.880
O 2.815 -1.843 -4.001  -0.689
S 2.292 -3.114 -3.604  1.317
O 2.300 -3.485 -2.220  -0.598
O 2.956 -4.255 -4.463  -0.290
C 4.408 -4.331 -4.495  -0.353
C 4.999 -4.881 -3.215  -0.973
C 0.657 -3.302 -4.232  -0.784
H 4.810 -3.347 -4.737  0.330
H 4.625 -4.991 -5.331  0.275
H 4.837 -4.207 -2.376  0.290
H 6.073 -5.018 -3.341  0.389
H 4.547 -5.840 -2.964  0.267
H 0.653 -3.042 -5.287  0.349
H 0.024 -2.621 -3.668  0.128
H 0.341 -4.330 -4.078  0.343
O 0.970 1.057 5.875  -0.646
S -0.005 0.226 6.511  1.164
O -0.921 0.791 7.451  -0.613
O 0.719 -1.027 7.148  -0.258
C 1.815 -0.779 8.068  -0.369
C 1.351 -0.289 9.423  -0.990
C -0.921 -0.644 5.283  -0.933
H 2.517 -0.085 7.606  0.343
H 2.314 -1.741 8.159  0.271
H 0.895 0.697 9.358  0.312
H 2.203 -0.228 10.099  0.387
H 0.612 -0.970 9.844  0.270
H -0.228 -1.090 4.573  0.315
H -1.550 0.099 4.803  0.270
H -1.532 -1.399 5.770  0.427
O -3.353 2.899 -2.933  -0.708
S -2.010 3.398 -3.046  1.294
O -1.340 3.838 -1.855  -0.643
O -1.931 4.484 -4.173  -0.234
C -2.831 5.629 -4.103  -0.344
C -2.424 6.633 -3.048  -0.982
C -1.004 2.195 -3.846  -0.752
H -3.850 5.272 -3.955  0.327
H -2.779 6.072 -5.094  0.279
H -2.520 6.223 -2.043  0.295
H -3.063 7.513 -3.119  0.392
H -1.387 6.937 -3.185  0.273
H -1.507 1.860 -4.749  0.364
H -0.875 1.369 -3.147  0.079
H -0.041 2.644 -4.074  0.370

Values from the calculation:
Net charge: +1
Calculated total energy in Eh: -5788.33866
Gap between HOMO and LUMO in Eh: 0.2975